20
Properties=species:S:1:pos:R:3:forces:R:3 method="wB97M-V/def2-TZVPD" molar_mass_g_mol=148.30 max_force_ev_per_a=2.25 smiles="CC(=S)[C@@H](S)C(C)C" orbital_gap_ev=8.43 total_energy_ha=-1032.154898
C -1.49214 0.44346 -0.28507 -1.247 -1.215 -0.275
C -0.12982 0.26529 -0.84635 1.079 0.780 -0.390
C -0.16281 -0.23341 -2.27614 1.941 -0.672 -0.924
C 0.75512 -0.65831 0.02015 0.489 -0.011 0.013
C 1.45282 0.11281 1.14485 -0.107 -0.636 -0.811
C 0.55384 0.67063 2.19955 -0.800 0.012 -0.549
H -1.98215 -0.55767 -0.37624 -0.019 0.837 0.107
H -2.05072 1.13555 -0.92606 -0.046 0.084 0.567
H -1.47237 0.68560 0.77591 -0.389 0.443 -0.274
H 0.36320 1.28161 -0.90950 -0.200 -0.968 0.270
H -0.45565 -1.27062 -2.47734 -0.366 0.067 0.717
H 0.91221 -0.23850 -2.62299 -1.038 0.298 -0.021
H -0.75127 0.37851 -2.94481 -0.106 0.391 -0.058
H 1.56951 -1.08528 -0.56920 -0.108 0.277 -0.217
H -0.99025 -1.65576 1.32031 -0.281 0.015 0.204
H -0.35679 0.04500 2.40067 1.156 0.346 0.076
H 0.14054 1.60863 1.79363 0.224 -0.075 0.154
H 1.12152 0.90939 3.07052 0.147 0.080 0.755
S -0.08161 -2.19541 0.51835 0.332 -0.145 0.133
S 3.05683 0.35849 0.98976 -0.663 0.092 0.523